Density functional theory data (wB97M-V/def2-TZVPD) for a cluster of 2 separate species, C4H11N2O in total at a distorted geometry.

Each line ends with the Mulliken charge.
CARTESIAN COORDINATES (ANGSTROEM)
C  -2.0348  -0.0853  -0.1490  -1.017
C  -1.4776  -0.6869  0.9247  -0.591
N  -2.1934  -1.1841  2.0422  -2.771
N  -1.4171  0.0499  -1.4206  -0.403
H  -3.0408  0.3251  -0.0984  0.711
H  -0.4163  -0.8691  0.8826  0.081
H  -1.6720  -1.8877  2.5521  1.478
H  -3.1598  -1.4390  1.8708  0.935
H  -0.3529  0.0781  -1.4409  0.464
H  -1.8240  0.8392  -1.9070  0.204
C  2.0605  0.4681  0.0788  -0.399
O  1.2508  -0.0351  -0.8907  -0.847
C  3.2619  1.2574  -0.5152  -1.206
H  2.4695  -0.3243  0.7356  0.214
H  1.5611  1.1870  0.7715  0.200
H  3.7931  1.7508  0.3147  0.389
H  2.8928  2.0069  -1.2169  0.306
H  3.9395  0.5884  -1.0494  0.253

Cartesian forces (eV/Å) of the 2 atoms listed first:
C 0.53 -0.25 0.48
C -0.87 0.16 -0.87

Computed properties:
total charge = -2
energy above the lowest of the compared OMol25 structures with the same formula, charge and spin = 18.7 kcal per mole
E_tot = -343.55848 hartree
multiplicity = 2
frontier orbital gap (spin up / spin down) = 2.20 / 5.63 eV